(1)
79
Properties=species:S:1:pos:R:3:mulliken_charge:R:1 method="wB97M-V/def2-TZVPD" orbital_gap_ha="0.2167 / 0.1149" de_lowest_kcal_mol=0.0 total_charge=+2 spin_multiplicity=5 total_energy_ev=-221837.852 e_homo_ev="-12.72 / -12.79"
C -0.6797 7.2664 -6.1436 -0.443
C -0.8541 5.8990 -6.4267 0.474
C -1.1651 5.5344 -7.7501 -0.423
C -1.2449 6.5367 -8.7309 -0.329
N -1.0553 7.8207 -8.4350 -0.557
C -0.7781 8.1972 -7.1896 -0.324
C -0.6998 4.9071 -5.3864 0.187
C -0.5209 4.1038 -4.4865 -1.079
C -0.3420 3.0910 -3.5349 1.216
C 0.6797 3.1977 -2.5784 -1.050
C 0.8151 2.1795 -1.6440 -1.243
C -0.0050 1.0720 -1.7901 0.581
C -1.0678 0.9650 -2.7063 0.295
C -1.2211 1.9989 -3.6134 -1.071
Cr -0.4231 -0.3548 -0.4071 -0.258
P 1.7039 -1.1109 -1.2492 0.792
H -1.3361 4.4968 -8.0242 0.394
H -0.4627 7.6031 -5.1334 0.406
H -1.4654 6.2744 -9.7704 0.358
H -0.6239 9.2629 -6.9926 0.367
H -1.9952 1.9676 -4.3867 0.511
H 1.3525 4.0587 -2.5851 0.515
H -1.7606 0.1175 -2.6998 0.589
H 1.5130 2.2650 -0.8142 0.679
C 2.0641 -2.6992 -0.4484 -0.531
C 3.1226 -3.5566 -1.1321 -1.091
H 1.1033 -3.2359 -0.3880 0.435
H 2.3667 -2.4664 0.5856 0.399
H 3.3081 -4.4497 -0.5240 0.403
H 2.7977 -3.8954 -2.1215 0.233
H 4.0738 -3.0253 -1.2333 0.246
C 1.8025 -1.3092 -3.0604 0.845
C 2.8205 -0.4510 -3.7999 -1.597
H 0.7920 -1.0557 -3.4112 -0.646
H 1.9561 -2.3719 -3.3027 0.488
H 2.6795 -0.5887 -4.8794 0.468
H 2.7003 0.6192 -3.5883 0.266
H 3.8512 -0.7403 -3.5650 0.294
C 3.0800 -0.0086 -0.7516 0.076
C 4.5043 -0.5446 -0.7288 -1.471
H 2.7912 0.3151 0.2651 0.145
H 3.0188 0.8972 -1.3664 0.296
H 5.1752 0.2840 -0.4669 0.441
H 4.6517 -1.3258 0.0249 0.342
H 4.8259 -0.9213 -1.7058 0.264
Br 0.8069 0.7283 1.4807 -0.401
P -2.4589 -3.1155 -3.8689 0.168
C -0.6481 -3.3702 -3.8668 0.676
C -0.3045 -4.8193 -4.2268 -1.492
H -0.2739 -3.1056 -2.8649 -0.540
H -0.2115 -2.6784 -4.6055 0.491
H 0.7524 -4.9029 -4.5072 0.392
H -0.4794 -5.4901 -3.3750 0.369
H -0.9083 -5.1761 -5.0714 0.437
C -2.9772 -2.8957 -2.1329 0.244
C -4.3649 -3.5312 -1.9560 -1.416
H -2.9972 -1.8181 -1.9056 -0.111
H -2.2281 -3.3840 -1.4884 0.410
H -4.5775 -3.7082 -0.8990 0.400
H -5.1495 -2.8733 -2.3494 0.363
H -4.4397 -4.4916 -2.4840 0.411
C -2.6959 -1.4867 -4.6805 0.037
C -2.9984 -1.6731 -6.1731 -1.360
H -1.7938 -0.8751 -4.5419 -0.164
H -3.5410 -0.9920 -4.1757 0.616
H -3.4130 -0.7470 -6.5852 0.419
H -2.0865 -1.9092 -6.7360 0.330
H -3.7249 -2.4785 -6.3407 0.387
Br -4.2491 -0.3212 3.7779 -0.133
C -3.5033 0.6346 2.3140 -0.337
C -3.7178 2.0112 2.1928 -0.108
C -3.0609 2.6876 1.1622 -0.914
C -2.2878 1.9729 0.2537 0.088
N -2.1102 0.6414 0.3698 0.193
C -2.6798 -0.0321 1.4060 -0.012
H -4.3529 2.5278 2.9072 0.476
H -3.1178 3.7655 1.0545 0.465
H -1.7799 2.4854 -0.5623 0.247
H -2.4230 -1.0838 1.4943 0.479



(2)
63
Properties=species:S:1:pos:R:3:mulliken_charge:R:1 method="wB97M-V/def2-TZVPD" orbital_gap_ha="0.2500 / 0.1787" de_lowest_kcal_mol=4.2 total_charge=+1 spin_multiplicity=2 total_energy_ev=-80616.971 e_homo_ev="-10.56 / -10.57"
Ir 1.7110 -0.1319 -0.2977 2.984
N -0.2318 2.9737 -1.3911 -0.044
C -1.2232 2.0781 -1.7124 0.386
C -2.0473 2.3671 -2.8069 -0.789
C -3.0100 1.4775 -3.2270 -0.676
C -3.1923 0.2639 -2.5650 -0.856
C -2.4036 -0.0264 -1.4718 -0.819
C -1.4177 0.8636 -1.0223 0.268
P -0.3927 0.4242 0.3928 0.813
C -1.1547 -1.0166 1.1942 0.405
C -1.9689 -0.8278 2.3077 -0.789
C -2.5908 -1.9133 2.9065 -0.763
C -2.4171 -3.1880 2.3935 -0.713
C -1.6186 -3.3866 1.2741 -0.786
C -0.9887 -2.3079 0.6749 -0.315
C -0.6029 1.7612 1.6093 0.703
C 0.2842 1.9775 2.6624 -0.249
C 0.0114 2.9336 3.6265 -0.875
C -1.1536 3.6830 3.5527 -0.576
C -2.0436 3.4766 2.5093 -0.701
C -1.7697 2.5254 1.5411 -0.206
H -0.3125 3.9099 -1.7474 0.271
H 0.3015 2.8713 -0.5410 -0.158
H -1.9051 3.3061 -3.3282 0.421
H -3.6296 1.7319 -4.0771 0.415
H -3.9537 -0.4320 -2.8868 0.459
H -2.5623 -0.9591 -0.9474 0.397
H -2.1056 0.1619 2.7203 0.353
H -3.2104 -1.7572 3.7792 0.460
H -2.9050 -4.0307 2.8657 0.407
H -1.4853 -4.3816 0.8709 0.480
H -0.3643 -2.4650 -0.1928 0.435
H 1.2092 1.4214 2.7393 0.337
H 0.7222 3.1030 4.4229 0.470
H -1.3613 4.4368 4.3005 0.414
H -2.9536 4.0579 2.4456 0.453
H -2.4749 2.3702 0.7338 0.443
S 2.0443 -2.1851 -1.1586 -0.541
C 2.4682 -3.1498 0.2539 0.653
C 2.7622 -4.5068 0.1300 -0.831
C 3.0780 -5.2463 1.2562 -0.495
C 3.1026 -4.6640 2.5363 -0.633
C 2.8187 -3.3308 2.6874 -0.701
C 2.5131 -2.5595 1.5465 0.697
S 2.2012 -0.8903 1.7280 -0.381
H 2.7370 -4.9773 -0.8438 0.459
H 3.3069 -6.2979 1.1450 0.406
H 3.3515 -5.2634 3.4005 0.411
H 2.8387 -2.8616 3.6620 0.458
S 3.5116 3.8176 1.5243 -0.340
C 2.7575 2.6459 0.7402 0.350
N 2.1930 1.8257 0.0965 -0.831
C 1.0987 1.2566 -4.9497 -0.255
C 0.3131 0.2516 -4.4050 -1.031
C 0.5007 -0.0986 -3.0865 0.100
N 1.4072 0.5096 -2.3036 -0.291
C 2.1658 1.4813 -2.8307 -0.214
C 2.0422 1.8743 -4.1486 -0.796
H 0.9803 1.5470 -5.9851 0.438
H -0.4371 -0.2609 -4.9898 0.490
H -0.0967 -0.8740 -2.6256 0.455
H 2.8720 1.9457 -2.1585 0.493
H 2.6803 2.6588 -4.5295 0.467



(3)
9
Properties=species:S:1:pos:R:3:mulliken_charge:R:1 method="wB97M-V/def2-TZVPD" orbital_gap_ha=0.3428 de_lowest_kcal_mol=128.7 total_charge=0 spin_multiplicity=1 total_energy_ev=-11685.857 e_homo_ev=-10.28
C -0.4886 -0.0325 1.3034 -0.599
C 0.3129 0.4599 -0.4940 0.373
C -0.5341 -0.3425 -0.0005 0.803
H -0.5719 -0.3282 2.2865 0.457
N 0.8867 1.4084 0.2641 -0.401
N 0.6495 0.1191 -1.7859 -0.305
N -0.0802 -0.9098 -2.1107 -0.085
O 0.4639 0.9770 1.5222 -0.129
O -0.6382 -1.3514 -0.9850 -0.114



(4)
74
Properties=species:S:1:pos:R:3:mulliken_charge:R:1 method="wB97M-V/def2-TZVPD" orbital_gap_ha="0.2634 / 0.1426" de_lowest_kcal_mol=37.4 total_charge=+1 spin_multiplicity=2 total_energy_ev=-118348.878 e_homo_ev="-9.41 / -9.41"
Yb -2.0334 -2.5149 -0.4138 0.500
C -2.7304 -3.0705 1.6283 0.445
C -3.2140 -1.7681 1.3825 0.794
C -4.1717 -3.1547 -0.1639 0.722
C -3.3330 -3.9363 0.6765 0.354
C -4.0799 -1.8171 0.2624 0.628
C -1.6373 -3.4273 2.5624 -1.653
H -1.0957 -2.5504 2.9181 0.341
H -0.9071 -4.1290 2.1486 0.407
H -2.0610 -3.9133 3.4487 0.366
C -2.8719 -5.3187 0.3986 -1.292
H -2.6898 -5.8531 1.3386 0.385
H -1.9286 -5.3373 -0.1868 0.279
H -3.6147 -5.8824 -0.1783 0.330
C -4.9575 -3.6531 -1.3186 -1.412
H -5.1862 -4.7160 -1.1986 0.371
H -4.4416 -3.5398 -2.2833 0.218
H -5.9105 -3.1154 -1.3960 0.390
C -4.7642 -0.6728 -0.3904 -1.556
H -5.8395 -0.8339 -0.4892 0.353
H -4.3981 -0.5012 -1.4056 0.274
H -4.6290 0.2469 0.1721 0.411
C -2.9018 -0.5718 2.2081 -1.748
H -3.8171 0.0007 2.4044 0.500
H -2.1793 0.1279 1.7631 0.185
H -2.4997 -0.8949 3.1701 0.448
C 2.6522 -0.9539 0.5435 -0.724
C 2.1833 -0.9146 1.8016 -0.732
C 1.0188 -0.0877 2.2668 0.230
C 1.0616 1.3860 1.8006 -0.566
C 0.3545 1.7678 0.5646 -0.018
C 0.7027 1.5910 -0.7600 -1.129
C 1.5381 0.4762 -1.2964 0.637
C 2.7434 0.1904 -0.4090 1.254
H 1.0505 -0.0874 3.3620 0.540
H 2.1427 1.6913 1.7841 -0.557
H 0.0667 -0.5486 1.9858 -0.653
H 2.9396 1.1468 0.1906 -1.878
H 3.2452 -1.8325 0.2138 0.420
H 2.5621 -1.6406 2.5351 0.452
H 3.6235 0.0126 -1.0528 0.783
H 0.9473 -0.4363 -1.4914 -0.717
H -0.0372 1.9562 -1.5019 0.813
H 1.9085 0.7671 -2.2916 0.361
H 0.6226 2.0020 2.6068 0.585
H -0.6104 2.2720 0.7484 0.599
P 3.3212 2.9443 0.5422 1.063
C 5.0664 2.4670 0.4876 -1.320
C 3.1042 4.0062 1.9906 -1.150
P 1.0710 4.0151 -1.3449 0.551
C 2.8902 3.8188 -0.9976 -1.326
C 0.7341 5.4943 -0.3013 -1.258
C 1.2098 4.8761 -2.9536 -1.263
H 5.2962 1.9874 -0.4758 0.404
H 5.2533 1.7427 1.2967 0.409
H 5.6923 3.3571 0.6334 0.458
H 3.8464 4.8140 1.9697 0.461
H 3.2728 3.4015 2.8923 0.426
H 2.0955 4.4322 2.0444 0.269
H 1.8840 5.7409 -2.8431 0.394
H 0.2140 5.2244 -3.2634 0.419
H 1.6136 4.1852 -3.7056 0.378
H 3.3081 3.2639 -1.8574 0.550
H 3.3423 4.8263 -0.9695 0.690
H -0.1736 5.9826 -0.6891 0.440
H 1.5836 6.1932 -0.3896 0.392
H 0.5787 5.2139 0.7485 0.264
Cl 1.2830 -5.4233 -2.7206 -0.124
C 0.1269 -4.2144 -3.3559 0.709
Cl 0.2057 -4.0854 -5.1006 -0.099
Cl -1.5506 -4.6979 -2.8772 -0.134
C 0.5514 -2.8138 -2.6453 0.064
O 1.4745 -2.2085 -3.1764 -0.591
O -0.1174 -2.5054 -1.5970 -0.813



(5)
9
Properties=species:S:1:pos:R:3:mulliken_charge:R:1 method="wB97M-V/def2-TZVPD" orbital_gap_ha=0.3396 de_lowest_kcal_mol=9.5 total_charge=0 spin_multiplicity=1 total_energy_ev=-20849.665 e_homo_ev=-10.03
N 0.4637 3.4492 -0.0067 -0.362
C 0.5234 2.3169 -0.1639 0.297
C 0.4949 0.8805 -0.2969 -0.466
I 2.5956 0.2747 0.0020 0.116
C -0.3699 0.1622 0.7359 -0.950
I -2.4862 0.3302 -0.0464 0.048
H 0.3446 0.6662 -1.4700 0.414
H -0.2708 -0.9729 0.6343 0.409
H -0.1260 0.7997 1.5764 0.496